A cluster of 9 separate species, C4H25NO9 in total in a non-equilibrium geometry. Source: the Open Molecules 2025 dataset; level of theory: wB97M-V/def2-TZVPD.

As for the gap between HOMO and LUMO: 9.65 eV. The highest occupied orbital energy is -9.72 eV. The calculation puts the calculated total energy at -24472.0766 eV. The calculation puts the relative energy (zero: lowest compared OMol25 entry of this formula, charge and spin) at 4.7 kcal per mole. As for the SMILES: CCN(C)C=O.O.O.O.O.O.O.O.O. For the lowest unoccupied orbital energy, the calculation gives -0.066 eV.

ORCA input file:
```
! RIJCOSX wB97M-V def2-TZVPD def2/J DEFGRID3
* xyz 0 1
C -0.9253 -0.8432 -3.0552
C -1.1508 0.5782 -2.5697
N -1.5062 0.6937 -1.1731
C -2.9036 0.6257 -0.7972
C -0.5541 0.6416 -0.1930
O 0.6222 0.7881 -0.5021
H -1.4494 -1.5579 -2.4147
H 0.1080 -1.1818 -3.1000
H -1.4219 -1.0170 -4.0076
H -1.9850 0.9978 -3.1337
H -0.3236 1.2460 -2.7847
H -3.1036 0.7670 0.2622
H -3.2758 -0.3706 -1.0371
H -3.4957 1.3466 -1.3629
H -1.0756 0.3945 0.7366
O 0.2367 2.6329 2.4661
H 1.0726 2.1225 2.5355
H 0.4014 3.3611 3.0753
O -1.9211 -2.2130 -0.0035
H -1.9825 -3.1801 -0.0162
H -1.0413 -2.1918 -0.4193
O -1.1161 -1.9090 2.4517
H -1.2328 -2.7894 2.8102
H -1.4198 -1.8441 1.5378
O 3.7759 1.3954 0.1100
H 3.6223 2.2754 -0.2645
H 3.0588 0.8731 -0.2731
O 1.8953 3.6287 -1.0397
H 1.2579 2.9327 -0.8217
H 1.8177 4.3661 -0.4306
O 0.7513 -3.7290 0.3037
H 0.2551 -4.4905 0.6194
H 1.3311 -3.4656 1.0344
O 2.5517 1.1451 2.5666
H 3.0129 1.4691 1.7742
H 2.5553 0.1824 2.3850
O 1.5784 -1.3817 1.6374
H 1.2262 -0.8056 0.9327
H 0.7532 -1.4936 2.1608
*
```

In the Mulliken picture, each atom carries the following charge in e: atom 1 (C): -0.9224, atom 2 (C): -0.6013, atom 3 (N): 0.1332, atom 4 (C): -0.9230, atom 5 (C): 0.1076, atom 6 (O): -0.6384, atom 7 (H): 0.2051, atom 8 (H): 0.2929, atom 9 (H): 0.3612, atom 10 (H): 0.4388, atom 11 (H): 0.3153, atom 12 (H): 0.3183, atom 13 (H): 0.3311, atom 14 (H): 0.3405, atom 15 (H): 0.3921, atom 16 (O): -0.6460, atom 17 (H): 0.4289, atom 18 (H): 0.2881, atom 19 (O): -0.6813, atom 20 (H): 0.3116, atom 21 (H): 0.2786, atom 22 (O): -0.6973, atom 23 (H): 0.2501, atom 24 (H): 0.4608, atom 25 (O): -0.7624, atom 26 (H): 0.3714, atom 27 (H): 0.3146, atom 28 (O): -0.6911, atom 29 (H): 0.3435, atom 30 (H): 0.3006, atom 31 (O): -0.5890, atom 32 (H): 0.2921, atom 33 (H): 0.3222, atom 34 (O): -0.7402, atom 35 (H): 0.4394, atom 36 (H): 0.3086, atom 37 (O): -0.7686, atom 38 (H): 0.2561, atom 39 (H): 0.4585